No. 1
Computed, not measured: a molecular structure, C30H42GeN2OPtSb, with ωB97M-V/def2-TZVPD.

Results
**LUMO energy (spin up / spin down)**: -11.68 / -11.68 eV
**ΔE to the lowest compared entry with this formula, charge and spin**: 84.8 kcal per mole
**2S+1**: 1
**Frontier orbital gap (spin up / spin down)**: 5.462 / 5.461 eV
**Total energy**: -3788.43980 Eh
**Strongest force on any atom**: 1.4 eV/Å
**Total charge**: +3

The geometry in XYZ format:
```
78
C30H42GeN2OPtSb ωB97M-V/def2-TZVPD
Pt -0.1176 -0.9390 -0.0452
C 0.5621 -3.0914 2.8692
C -0.1662 -1.8264 3.2427
O 0.1526 -0.7291 2.3152
H 0.1635 -3.9316 3.4384
H 1.6281 -3.0211 3.0892
H 0.4383 -3.3236 1.8074
H 0.1057 -1.4787 4.2391
H -1.2485 -1.9298 3.1998
H 1.0992 -0.5610 2.4302
C -3.9453 -1.1534 -2.1234
Ge -2.4493 -2.3419 -1.7363
C -2.9297 -4.2332 -1.5729
C -0.9155 -2.1437 -2.9582
C -1.8920 -2.0008 0.1792
H -4.3794 -1.4235 -3.0871
H -3.6703 -0.1008 -2.1809
H -4.7226 -1.2811 -1.3696
H -3.2410 -4.6048 -2.5501
H -3.7567 -4.3693 -0.8780
H -2.0748 -4.8228 -1.2441
H -1.2651 -2.4865 -3.9343
H -0.0879 -2.7954 -2.6713
H -0.5382 -1.1318 -3.0840
H -1.4777 -2.9433 0.5662
H -2.7423 -1.7230 0.7979
N 1.9557 -0.9161 -0.3275
C 2.9762 -1.4312 -0.5696
N 4.0946 -1.9988 -0.8352
C 5.1040 -2.2530 0.2274
C 6.2165 -1.2223 0.1258
C 6.8184 -1.2049 -1.2791
C 5.7469 -0.9791 -2.3459
C 4.6314 -2.0046 -2.2236
H 5.4812 -3.2601 0.0418
H 4.5988 -2.2520 1.1919
H 6.9776 -1.4568 0.8705
H 5.8187 -0.2336 0.3776
H 7.3274 -2.1541 -1.4698
H 7.5792 -0.4286 -1.3470
H 6.1770 -1.0552 -3.3450
H 5.3275 0.0284 -2.2547
H 5.0051 -3.0163 -2.3902
H 3.8059 -1.8302 -2.9119
C -5.2808 3.6787 -1.5074
C -3.9591 4.0958 -1.4268
C -3.0101 3.2990 -0.7997
C -3.4352 2.0934 -0.2466
C -4.7510 1.6584 -0.3124
C -5.6777 2.4670 -0.9530
Sb -1.9307 1.1267 0.8880
C -1.5872 2.1044 2.7233
C -0.7885 3.2452 2.7099
C -0.6905 3.9877 3.8786
C -1.3602 3.5844 5.0264
C -2.1494 2.4400 5.0194
C -2.2695 1.6884 3.8611
C -0.2507 1.2650 -0.3354
C -0.4715 1.2671 -1.7472
C 0.4665 1.8003 -2.6115
C 1.6221 2.3714 -2.0957
C 1.8736 2.3915 -0.7158
C 0.9751 1.8273 0.1483
H -6.0095 4.3053 -2.0038
H -3.6568 5.0420 -1.8552
H -1.9814 3.6361 -0.7452
H -5.0677 0.7263 0.1351
H -6.7119 2.1551 -1.0080
H -0.2796 3.5874 1.8185
H -0.0920 4.8888 3.8854
H -1.2731 4.1708 5.9311
H -2.6804 2.1377 5.9117
H -2.8948 0.8043 3.8606
H -1.4148 0.8974 -2.1346
H 0.2845 1.8013 -3.6777
H 2.3423 2.8160 -2.7717
H 2.7795 2.8479 -0.3402
H 1.1592 1.8473 1.2159
```

Charges in e, computed with Löwdin, in the same order as the atoms:
1. Pt 0.97
2. C -0.06
3. C -0.24
4. O -0.23
5. H 0.10
6. H 0.09
7. H 0.06
8. H 0.13
9. H 0.11
10. H 0.10
11. C -0.20
12. Ge 0.79
13. C -0.18
14. C -0.21
15. C -0.37
16. H 0.04
17. H 0.00
18. H 0.03
19. H 0.04
20. H 0.04
21. H 0.04
22. H 0.04
23. H 0.03
24. H -0.01
25. H 0.02
26. H -0.01
27. N 0.06
28. C -0.19
29. N -0.05
30. C -0.10
31. C -0.16
32. C -0.18
33. C -0.17
34. C -0.10
35. H 0.14
36. H 0.13
37. H 0.13
38. H 0.12
39. H 0.13
40. H 0.12
41. H 0.13
42. H 0.12
43. H 0.14
44. H 0.13
45. C -0.01
46. C -0.03
47. C -0.11
48. C -0.36
49. C -0.12
50. C -0.03
51. Sb 1.83
52. C -0.36
53. C -0.11
54. C -0.03
55. C -0.02
56. C -0.03
57. C -0.11
58. C -0.56
59. C -0.13
60. C -0.02
61. C 0.02
62. C -0.03
63. C -0.13
64. H 0.13
65. H 0.13
66. H 0.11
67. H 0.11
68. H 0.13
69. H 0.10
70. H 0.13
71. H 0.13
72. H 0.13
73. H 0.11
74. H 0.10
75. H 0.14
76. H 0.14
77. H 0.13
78. H 0.11

No. 2
Computed, not measured: 5 unconnected molecules or ions with the total composition C9H20Cl8NO3PS, with ωB97M-V/def2-TZVPD.

Results
**LUMO energy**: 0.14 eV
**ΔE to the lowest compared entry with this formula, charge and spin**: 0.0 kcal per mole
**2S+1**: 1
**Frontier orbital gap**: 9.195 eV
**Total energy**: -5056.40885 Eh
**Strongest force on any atom**: 1.1 eV/Å
**Total charge**: 0

The geometry in XYZ format:
```
43
C9H20Cl8NO3PS ωB97M-V/def2-TZVPD
O 0.9100 -1.5456 -4.1200
C 0.9916 -0.9409 -5.1476
N -0.0999 -0.5701 -5.9882
P -1.2012 0.5264 -5.2843
S -2.9731 0.4882 -6.0450
O 2.2217 -0.6014 -5.6256
O 2.1066 0.6847 -6.2741
H -0.6005 -1.4030 -6.2906
H -1.1974 0.2686 -3.9174
H -0.5331 1.7474 -5.4145
H 3.0337 0.9724 -6.2042
Cl 1.2428 -5.3329 -2.5313
C 0.8281 -3.8330 -1.6618
C -0.1570 -4.0785 -0.5481
Cl -1.7691 -4.5377 -1.1579
H 0.4422 -3.1244 -2.3886
H 1.7534 -3.4375 -1.2463
H -0.2852 -3.1638 0.0299
H 0.1820 -4.8673 0.1181
Cl -1.7844 1.8607 -1.8753
C -1.3277 0.3204 -1.0957
C -0.6901 0.5205 0.2527
Cl 0.9079 1.2986 0.1397
H -0.6534 -0.2032 -1.7721
H -2.2394 -0.2654 -0.9871
H -0.5437 -0.4476 0.7235
H -1.3110 1.1309 0.9036
Cl -1.6417 -1.7487 2.8176
C -2.3049 -0.9073 4.2430
C -2.2962 0.5881 4.0623
Cl -0.6408 1.2494 4.0165
H -1.7198 -1.2125 5.1062
H -3.3289 -1.2529 4.3720
H -2.8118 1.0603 4.8965
H -2.7909 0.8753 3.1377
Cl 4.2707 3.8419 6.2834
C 2.8549 4.3875 5.3474
C 2.0245 3.2351 4.8451
Cl 2.8739 2.2868 3.5975
H 3.2164 5.0003 4.5260
H 2.2534 5.0058 6.0114
H 1.1123 3.6161 4.3895
H 1.7573 2.5579 5.6522
```

Charges in e, computed with Löwdin, in the same order as the atoms:
1. O 0.13
2. C -0.58
3. N -0.15
4. P 0.28
5. S 0.13
6. O 0.01
7. O 0.01
8. H 0.11
9. H -0.08
10. H -0.01
11. H 0.12
12. Cl 0.54
13. C -0.67
14. C -0.66
15. Cl 0.53
16. H 0.03
17. H 0.08
18. H 0.05
19. H 0.07
20. Cl 0.55
21. C -0.65
22. C -0.69
23. Cl 0.55
24. H 0.05
25. H 0.08
26. H 0.01
27. H 0.05
28. Cl 0.57
29. C -0.64
30. C -0.65
31. Cl 0.59
32. H 0.07
33. H 0.08
34. H 0.08
35. H 0.06
36. Cl 0.54
37. C -0.67
38. C -0.70
39. Cl 0.53
40. H 0.07
41. H 0.07
42. H 0.05
43. H 0.06

No. 3
Computed, not measured: 2 unconnected molecules or ions with the total composition C3H7NO, with ωB97M-V/def2-TZVPD.

Results
**LUMO energy (spin up / spin down)**: -0.81 / -0.59 eV
**ΔE to the lowest compared entry with this formula, charge and spin**: 176.1 kcal per mole
**2S+1**: 1
**Frontier orbital gap (spin up / spin down)**: 7.276 / 7.488 eV
**Total energy**: -248.24587 Eh
**Strongest force on any atom**: 5.4 eV/Å
**Total charge**: 0

The geometry in XYZ format:
```
12
C3H7NO ωB97M-V/def2-TZVPD
C -0.0348 -0.1136 -0.3696
C 1.2838 0.1218 -0.8619
C -0.4519 0.3840 2.0609
N -1.0383 -0.4685 -1.0987
O -2.1771 -0.8986 -0.6693
H 1.8404 1.0616 -0.4637
H 1.8397 -0.7005 -0.7088
H 1.4344 0.1850 -1.9625
H 0.3779 0.7762 2.5165
H -1.3199 0.7586 1.6237
H -0.6944 -0.6446 2.0511
H -1.0597 -0.4614 -2.1176
```

Charges in e, computed with Löwdin, in the same order as the atoms:
1. C -0.09
2. C -0.13
3. C 0.22
4. N -0.18
5. O -0.18
6. H 0.11
7. H 0.02
8. H 0.09
9. H -0.01
10. H -0.01
11. H -0.01
12. H 0.16

No. 4
Computed, not measured: a gas-phase ion, C3H7N2OS (charge +1), with ωB97M-V/def2-TZVPD.

Results
**LUMO energy (spin up / spin down)**: -6.58 / -6.58 eV
**ΔE to the lowest compared entry with this formula, charge and spin**: 146.4 kcal per mole
**2S+1**: 1
**Frontier orbital gap (spin up / spin down)**: 7.392 / 7.393 eV
**Total energy**: -700.99150 Eh
**Strongest force on any atom**: 8.7 eV/Å
**Total charge**: +1

The geometry in XYZ format:
```
14
C3H7N2OS ωB97M-V/def2-TZVPD
C -2.3499 0.8252 0.2928
C -1.6105 -0.2839 0.3525
C -0.7900 -0.7662 -0.7709
N 2.9700 -0.0068 0.3617
N 1.6916 0.0840 0.0816
O 1.1376 1.3451 -0.2015
S 0.8299 -1.2485 -0.1859
H -2.9755 1.2804 1.0428
H -2.3412 1.5194 -0.6827
H -1.4659 -0.7565 1.3498
H -0.6893 0.0178 -1.5401
H -1.1216 -1.6707 -1.4141
H 3.4534 0.6750 0.8784
H 3.2614 -1.0143 0.4357
```

Charges in e, computed with Löwdin, in the same order as the atoms:
1. C 0.04
2. C -0.28
3. C -0.43
4. N 0.17
5. N -0.54
6. O 0.00
7. S 1.18
8. H 0.07
9. H 0.13
10. H 0.11
11. H 0.10
12. H 0.14
13. H 0.14
14. H 0.16